The following is a DFT calculation (ωB97M-V/def2-TZVPD) of one molecule with the formula C6H13Cl2 at a distorted geometry.

Properties
energy above the lowest of the compared OMol25 structures with the same formula, charge and spin	49.9	kJ/mol
Kohn-Sham gap (alpha / beta)	10.153 / 8.468	eV
charge	0
HOMO energy (alpha / beta)	-9.311 / -10.284	eV
multiplicity	2

Structure (XYZ):
```
21
C6H13Cl2, DFT ωB97M-V/def2-TZVPD
Cl 2.5353 -1.6723 0.2320
Cl 1.1542 -2.9378 1.6418
C 0.4549 2.4655 -1.9393
C 0.4247 1.7833 -0.6151
C -0.2805 0.4756 -0.7527
C -0.3117 -0.1559 0.6066
C -0.9371 -1.5511 0.6762
C -0.4825 -2.3463 1.9254
H 0.9545 3.4429 -1.9059
H 0.9385 1.7910 -2.6466
H -0.5790 2.5574 -2.2753
H 1.4130 1.6243 -0.2045
H -0.0791 2.3603 0.1499
H -1.2970 0.6293 -1.1175
H 0.2447 -0.1605 -1.4663
H 0.7246 -0.1902 0.9675
H -0.8048 0.5320 1.3004
H -2.0474 -1.4567 0.5526
H -0.4978 -2.2327 -0.0964
H -1.1185 -3.2085 2.1266
H -0.4088 -1.7498 2.8407
```

Here are the natural (NBO) charges for atoms 1 to 2, given in e: atom 1 (Cl): -0.264, atom 2 (Cl): 0.161